1.
{"formula": "C19H23N3O2S", "method": "wB97M-V/def2-TZVPD", "symbols": ["C", "N", "C", "C", "C", "C", "C", "C", "N", "C", "C", "C", "C", "C", "C", "O", "N", "O", "S", "C", "C", "C", "C", "C", "C", "H", "H", "H", "H", "H", "H", "H", "H", "H", "H", "H", "H", "H", "H", "H", "H", "H", "H", "H", "H", "H", "H", "H"], "xyz": [[5.000176, -2.647088, 1.352943], [3.957881, -1.589304, 1.407685], [3.619915, -1.017674, 0.084270], [2.745985, 0.300271, 0.140851], [1.631634, 0.091334, 1.177246], [2.133280, -0.436614, 2.546370], [2.909162, -1.766390, 2.453880], [0.453524, -0.743263, 0.563194], [-0.629260, 0.249844, 0.309807], [-2.061437, -0.118298, 0.253350], [-2.721717, -0.133875, -1.125257], [-1.994249, 0.226159, -2.301359], [-2.933088, 0.264711, -3.433990], [-4.203689, -0.225576, -3.035729], [-5.368083, -0.422758, -3.956280], [-5.507711, 0.149276, -5.060856], [-6.330559, -1.289082, -3.712798], [-7.245863, -1.454955, -4.694200], [-4.365629, -0.620218, -1.341373], [-0.177653, 1.506234, 0.795147], [-0.914794, 2.786985, 0.987596], [-0.365923, 3.823866, 1.692476], [0.970645, 3.677355, 2.093102], [1.632759, 2.423044, 1.994975], [0.989994, 1.376950, 1.379340], [4.470365, -3.538871, 0.998021], [5.767069, -2.255570, 0.691693], [5.502809, -2.854575, 2.288801], [3.184324, -1.734574, -0.553662], [4.509020, -0.572950, -0.347410], [2.313714, 0.404415, -0.862479], [3.335106, 1.168346, 0.389981], [2.806866, 0.280361, 2.915280], [1.326324, -0.433762, 3.320706], [2.177010, -2.526546, 2.251888], [3.421386, -2.069743, 3.425366], [0.219626, -1.579202, 1.259203], [0.660402, -1.363555, -0.295652], [-2.186518, -1.140888, 0.729570], [-2.616627, 0.539943, 0.976842], [-1.050980, 0.714836, -2.351755], [-2.718802, 0.424802, -4.540962], [-6.379111, -1.839978, -2.799040], [-7.262531, -0.645874, -5.285768], [-1.925007, 2.882109, 0.700464], [-0.873588, 4.852103, 1.812332], [1.445724, 4.688132, 2.347864], [2.648119, 2.190105, 2.358326]], "forces_ev_per_angstrom": [[-1.70, 1.04, -0.56], [0.49, 0.46, 1.07], [0.30, 2.08, 1.93], [-0.08, -2.67, 0.50], [-0.37, -1.46, -0.44], [-0.34, -0.99, -0.03], [0.99, 1.01, -0.32], [-0.42, -0.53, 0.97], [-0.55, -0.01, -0.55], [0.17, -0.59, 1.47], [2.94, 0.61, -0.72], [-4.40, 0.04, 0.38], [-1.17, -1.75, 0.58], [0.47, 0.54, -1.14], [0.67, 1.34, -2.36], [1.36, 0.58, 0.94], [0.48, -1.26, 3.21], [-1.79, -0.68, -0.53], [1.54, 0.87, -1.07], [-5.19, 1.84, 0.05], [0.52, -2.77, -0.23], [0.75, 1.00, -0.48], [1.28, 1.15, 0.45], [-0.03, 2.13, 0.44], [2.59, 1.24, 1.23], [0.80, -0.45, -0.26], [0.05, -0.48, -0.41], [-0.32, 0.14, 0.50], [-0.64, -0.98, -1.09], [0.66, -0.85, -0.27], [0.00, 0.32, 0.26], [0.34, 0.15, 0.08], [1.11, 1.02, 0.46], [0.26, -0.36, -0.85], [-0.36, -0.99, -0.44], [-0.60, 0.63, -1.17], [-0.73, 0.80, 0.33], [0.53, 0.47, -0.91], [0.32, 0.89, -0.57], [0.35, -0.26, -0.81], [0.71, -0.18, 0.37], [-0.27, 0.05, 1.84], [-0.59, 0.86, -2.35], [0.91, -0.65, 1.30], [-1.02, -0.16, -0.68], [0.70, -2.00, -0.24], [-0.17, -2.02, 0.24], [-0.54, 0.86, -0.10]], "max_force_ev_per_a": 5.50, "multiplicity": 1, "smiles": "CN1CCC2(CC1)CN(Cc1ccc(C(=O)NO)s1)c1ccccc12", "lumo_ev": 0.244, "de_lowest_ev": 6.5892, "homo_ev": -7.713}

***

2.
{"formula": "C19H23N3O2S", "method": "wB97M-V/def2-TZVPD", "symbols": ["C", "C", "C", "C", "C", "S", "O", "O", "N", "C", "C", "C", "C", "C", "C", "C", "C", "C", "H", "H", "H", "H", "H", "H", "H", "H", "H", "H", "H", "H", "H", "C", "N", "N", "C", "C", "C", "C", "H", "H", "H", "H", "H", "H", "H", "H", "H", "H"], "xyz": [[-0.033123, 6.176154, 0.231962], [-0.392359, 4.849389, -0.366055], [-1.177539, 3.970785, 0.380076], [-1.613485, 2.769867, -0.165108], [-1.106609, 2.347294, -1.397539], [-1.547579, 0.749237, -2.026413], [-2.784354, 0.388859, -1.370423], [-1.436603, 0.714211, -3.457148], [-0.314809, -0.330721, -1.399458], [-0.413667, -1.595094, -1.560108], [0.763716, -2.459132, -1.581218], [0.739676, -3.722550, -2.204123], [1.838840, -4.579332, -2.060990], [2.948736, -4.183025, -1.307450], [3.003882, -2.896910, -0.768236], [1.932939, -2.007978, -0.945875], [-0.348258, 3.229027, -2.169680], [0.012806, 4.468156, -1.647800], [0.535986, 6.794562, -0.472245], [-0.943510, 6.724362, 0.522275], [0.563373, 6.051992, 1.149485], [-1.456208, 4.240778, 1.398512], [-2.336943, 2.163848, 0.374875], [-1.352765, -2.096153, -1.875131], [-0.162521, -4.031551, -2.752161], [1.813296, -5.575432, -2.516167], [3.778961, -4.867772, -1.148784], [3.862512, -2.562102, -0.186508], [1.966434, -0.985055, -0.553267], [-0.053635, 2.933793, -3.170551], [0.619788, 5.154550, -2.236397], [2.288429, -1.489701, 2.257735], [1.381393, -0.877887, 1.606293], [0.105010, -1.109111, 1.376232], [-0.717435, 0.036547, 1.799145], [-2.044760, -0.543748, 2.261802], [-1.888920, -2.067246, 2.265811], [-0.471720, -2.398857, 1.800499], [3.313235, -1.191142, 1.970574], [2.152524, -2.177018, 3.124234], [-0.787216, 0.724554, 0.954065], [-0.197896, 0.590702, 2.602299], [-2.842423, -0.218479, 1.589660], [-2.262933, -0.150891, 3.258932], [-2.023803, -2.480246, 3.268886], [-2.616717, -2.543667, 1.604276], [0.145679, -2.850982, 2.594293], [-0.439429, -3.086882, 0.946918]], "forces_ev_per_angstrom": [[0.13, 0.37, 0.15], [0.11, -0.29, 0.00], [-0.23, -0.13, -0.26], [0.24, -0.23, 0.24], [0.00, 0.51, -0.21], [-0.15, -1.92, 1.31], [0.07, 0.17, -0.33], [0.16, 0.27, 0.31], [-0.10, 1.15, -1.04], [-0.97, 0.78, -1.49], [0.89, -0.24, 0.59], [-0.07, 0.07, 0.58], [-0.23, 0.05, -0.13], [-0.21, 0.22, -0.08], [-0.47, 0.46, -0.19], [0.27, -0.53, -0.14], [0.16, -0.32, 0.21], [-0.17, 0.07, 0.08], [-0.12, -0.12, 0.20], [0.29, -0.14, -0.15], [-0.12, 0.00, -0.31], [-0.17, 0.00, -0.29], [0.29, -0.06, -0.12], [0.20, 0.37, 0.12], [0.47, 0.06, 0.29], [0.02, 0.43, 0.17], [-0.17, 0.08, -0.08], [-0.11, -0.18, -0.23], [-0.05, -0.62, -0.16], [0.09, -0.01, 0.11], [-0.17, -0.16, 0.04], [-0.40, -0.04, 0.44], [2.98, 1.28, -0.95], [-1.35, -1.21, 1.46], [0.57, 0.31, -0.30], [-0.15, 0.49, -0.06], [-0.16, -0.68, 0.14], [0.35, 0.28, 0.46], [-0.51, 0.10, 0.80], [-0.01, -0.30, -1.07], [-0.14, -0.10, 0.13], [-0.21, -0.31, -0.19], [-0.01, -0.14, 0.10], [-0.15, -0.16, -0.14], [-0.22, 0.07, -0.14], [-0.02, 0.09, 0.17], [-0.40, 0.13, -0.15], [-0.04, 0.08, 0.09]], "max_force_ev_per_a": 3.38, "multiplicity": 1, "smiles": "Cc1ccc(S(=O)(=O)/N=C/c2ccccc2)cc1.C=NN1CCCC1", "lumo_ev": 0.067, "de_lowest_ev": 5.9422, "homo_ev": -7.517}